Entry 1:
Entry from the OMol25 dataset: an isolated molecule of C25H27N3O5 (ωB97M-V with the def2-TZVPD basis set).

Geometry (Å):
C (-3.249, 2.401, -2.029)
H (-3.646, 1.970, -2.936)
H (6.606, -1.127, 0.603)
H (4.836, 2.120, -1.538)
H (2.621, 1.483, -0.665)
H (-5.063, -0.925, 0.104)
H (-3.233, -1.104, 1.818)
C (-2.174, 1.805, -1.405)
H (-5.883, -4.560, -0.339)
N (-1.641, 3.895, 1.429)
C (-1.690, 2.384, -0.235)
H (2.115, -1.455, 1.658)
H (-3.932, -1.459, -1.142)
H (-3.838, 5.042, 0.039)
C (-3.021, -1.013, 0.752)
C (8.222, 0.290, -0.783)
C (-3.842, 3.557, -1.515)
C (1.240, 0.555, 1.694)
H (-4.761, -3.081, 1.308)
H (8.449, 0.307, 0.288)
C (3.366, -0.177, 0.476)
C (-5.665, -3.525, -0.591)
H (9.012, 0.805, -1.326)
H (8.166, -0.749, -1.125)
H (-6.561, -2.933, -0.418)
N (1.115, -0.933, -0.104)
C (0.933, -2.222, -0.473)
C (-4.508, -3.000, 0.249)
C (-3.379, 4.149, -0.359)
H (-0.442, -3.601, -1.323)
O (7.039, 0.994, -1.072)
H (-1.864, 4.685, 2.012)
H (-4.681, 3.993, -2.035)
H (-5.421, -3.473, -1.650)
O (0.572, 0.152, 2.862)
H (-3.623, -3.617, 0.073)
C (2.021, -0.583, 1.006)
C (4.728, 1.277, -0.874)
C (-4.184, -1.545, -0.085)
C (-1.716, -1.721, 0.477)
O (1.737, -3.091, -0.211)
N (0.186, 0.034, -0.330)
C (-0.649, 3.000, 1.669)
C (5.870, 0.553, -0.529)
H (0.037, -0.631, 2.654)
H (4.416, -1.755, 1.459)
H (-0.023, 3.078, 2.536)
C (-0.630, 2.046, 0.675)
C (5.746, -0.541, 0.320)
C (3.494, 0.915, -0.379)
C (-2.299, 3.551, 0.277)
H (-0.191, -2.128, -2.307)
H (-2.858, 0.043, 0.520)
H (-1.710, 0.913, -1.793)
O (-0.928, -2.032, 1.340)
C (4.502, -0.896, 0.811)
C (0.241, 0.920, 0.599)
H (1.889, 1.386, 1.979)
O (-1.531, -1.918, -0.824)
C (-0.324, -2.512, -1.292)

Atoms 1-3, force components in eV/Å:
0.0096 -0.1328 -0.1253
-0.0218 -0.0481 -0.0840
0.1044 -0.0311 -0.0009

Computed properties:
2S+1	1
SMILES string	CCCCC(=O)OCC(=O)N1N=C(c2c[nH]c3ccccc23)[C@@H](O)[C@@H]1c1ccc(OC)cc1
relative energy (zero: lowest compared OMol25 entry of this formula, charge and spin)	38.3	kcal/mol
highest occupied orbital energy	-7.820	eV
total energy	-41071.3439	eV
largest force on an atom	0.0210	hartree/bohr

Entry 2:
Entry from the OMol25 dataset: a cluster of 5 separate species, C2H13NO5 in total (ωB97M-V with the def2-TZVPD basis set).

Geometry (Å):
H (-0.631, 0.213, -3.455)
H (1.081, -1.107, 3.894)
O (-0.628, -0.388, -2.679)
O (-2.597, -0.339, -0.347)
H (2.493, -1.081, -1.794)
O (0.164, 0.694, -0.570)
N (2.306, 1.006, 0.254)
H (-2.362, -0.736, 0.437)
H (-2.472, 2.612, 0.815)
H (-0.289, -0.407, 3.658)
O (-3.088, 2.009, 1.240)
H (2.268, -1.620, -0.117)
H (-3.248, 1.299, 0.622)
C (1.276, 0.229, -0.423)
H (2.106, 1.758, 0.782)
H (3.151, 0.545, 0.355)
C (1.776, -1.187, -0.905)
O (0.631, -0.540, 3.241)
H (-1.800, -0.055, -0.938)
H (0.849, -1.683, -1.211)
H (-0.985, -1.223, -2.859)

Atoms 1-3, force components in eV/Å:
-0.2648 -1.0745 0.6062
-0.2222 0.3292 -0.3949
0.8218 2.3643 -0.2088

Computed properties:
2S+1	1
SMILES string	CC(N)=O.O.O.O.O
relative energy (zero: lowest compared OMol25 entry of this formula, charge and spin)	38.6	kcal/mol
highest occupied orbital energy	-9.722	eV
total energy	-14012.0963	eV
largest force on an atom	0.1192	hartree/bohr